w.
C5H6ClNO | ωB97M-V/def2-TZVPD

Output
- LUMO level: 0.15 eV
- Kohn-Sham gap: 9.78 eV

CARTESIAN COORDINATES (ANGSTROEM)
1 C -2.05 0.05 0.26
2 C 0.19 0.70 -0.40
3 C -0.02 2.07 -0.12
4 C 1.31 0.10 -0.13
5 C 1.28 -1.52 -0.05
6 H -2.00 -0.75 1.37
7 H -1.89 1.30 0.60
8 H -3.12 -0.06 -0.38
9 H 0.48 -2.19 -0.18
10 H 1.81 -1.89 0.83
11 H 1.87 -1.89 -0.93
12 N 0.17 3.28 -0.10
13 O -0.92 -0.05 -0.70
14 Cl 2.89 0.85 -0.05

Here are the natural (NBO) charges for atoms 1 to 6, given in e: number 1, C, carries -0.30; number 2, C, carries 0.10; number 3, C, carries 0.20; number 4, C, carries 0.03; number 5, C, carries -0.65; number 6, H, carries 0.21

x.
C5H6ClNO | ωB97M-V/def2-TZVPD

Output
- LUMO level: 0.48 eV
- SMILES: C=C/C=C(Cl)\C=N/O
- Kohn-Sham gap: 9.54 eV

CARTESIAN COORDINATES (ANGSTROEM)
1 C -0.90 0.49 1.26
2 C 0.30 -0.36 1.31
3 C 1.09 -0.73 0.30
4 C 0.96 -0.30 -1.09
5 C 0.85 0.98 -1.47
6 H -2.71 -0.67 -0.82
7 H -0.98 1.30 1.98
8 H 1.90 -1.42 0.51
9 H 1.00 -1.10 -1.86
10 H 0.79 1.24 -2.50
11 H 0.83 1.79 -0.74
12 N -1.94 0.36 0.52
13 O -1.86 -0.71 -0.34
14 Cl 0.67 -0.87 2.94

Here are the natural (NBO) charges for atoms 1 to 6, given in e: number 1, C, carries -0.03; number 2, C, carries -0.07; number 3, C, carries -0.20; number 4, C, carries -0.21; number 5, C, carries -0.36; number 6, H, carries 0.48

Last place for stability: w